Entry 1:
18
Properties=species:S:1:pos:R:3:lowdin_charge:R:1 method="wB97M-V/def2-TZVPD" smiles="BC[C@@H](B)C(=O)OC" relative_energy_ev=0.0000 orbital_gap_ev=10.3 homo_energy_ev=-10.52
B -3.006 -0.469 -0.322 0.029
C -1.512 -0.786 0.001 -0.202
C -0.507 0.351 -0.235 -0.305
B -0.604 1.591 0.691 0.080
C 0.791 -0.188 0.134 -0.633
O 0.999 -0.839 1.103 0.125
O 1.711 0.198 -0.711 -0.044
C 3.065 -0.122 -0.329 -0.040
H -3.374 0.447 -0.949 0.021
H -3.797 -1.465 -0.124 0.048
H -1.171 -1.673 -0.504 0.103
H -1.295 -1.137 1.114 0.157
H -0.434 0.586 -1.315 0.159
H 0.262 2.579 0.623 0.080
H -1.335 1.473 1.698 0.071
H 3.041 -0.576 0.694 0.087
H 3.630 0.934 -0.440 0.132
H 3.535 -0.905 -1.128 0.132

Entry 2:
28
Properties=species:S:1:pos:R:3:lowdin_charge:R:1 method="wB97M-V/def2-TZVPD" orbital_gap_ev=10.2 homo_energy_ev=-10.53
O 2.042 -1.975 -0.147 -0.251
S 1.866 -0.694 -0.747 0.710
O 2.158 0.488 -0.013 -0.241
F 2.749 -0.678 -2.049 -0.145
B 0.085 -0.689 -1.436 -0.562
O -0.704 0.415 -1.353 0.261
B -1.977 0.094 -0.846 -0.376
O -2.531 -1.124 -1.215 0.240
B -1.578 -2.125 -1.135 -0.270
O -0.415 -1.873 -1.885 0.264
H -2.503 0.769 -0.040 0.082
H -1.625 -3.016 -0.357 0.135
Cl -2.124 5.495 0.199 0.545
C -2.674 5.401 -1.493 -0.664
C -3.822 4.441 -1.664 -0.632
Cl -3.321 2.748 -1.390 0.629
H -1.823 5.112 -2.103 0.069
H -2.993 6.401 -1.783 0.073
H -4.205 4.504 -2.681 0.074
H -4.630 4.657 -0.970 0.070
Cl 4.899 -5.114 2.724 0.532
C 4.032 -3.601 2.341 -0.669
C 3.020 -3.242 3.396 -0.664
Cl 1.646 -4.380 3.437 0.530
H 3.566 -3.718 1.367 0.053
H 4.781 -2.813 2.276 0.074
H 2.612 -2.256 3.181 0.069
H 3.467 -3.231 4.386 0.066

Entry 3:
17
Properties=species:S:1:pos:R:3:lowdin_charge:R:1 method="wB97M-V/def2-TZVPD" relative_energy_ev=0.3627 orbital_gap_ev=9.4 charge=+1 homo_energy_ev=-13.00
C 0.403 -1.614 1.557 -0.192
C -0.650 1.297 -0.165 -0.261
C 0.511 -1.558 0.077 -0.608
C -0.906 -0.114 -0.601 -0.646
N 0.419 1.917 -0.999 0.165
Br 2.177 -0.830 -0.575 0.761
Br -2.581 -0.797 0.047 0.767
H 1.066 -2.388 1.952 0.095
H 0.683 -0.672 2.024 0.075
H -0.612 -1.874 1.848 0.055
H -0.361 1.339 0.887 0.134
H -1.574 1.875 -0.283 0.126
H 0.221 -2.429 -0.491 0.068
H -0.826 -0.288 -1.668 0.060
H 0.595 2.888 -0.717 0.179
H 0.149 1.904 -1.989 0.176
H 1.288 1.344 -0.902 0.045

Entry 4:
15
Properties=species:S:1:pos:R:3:lowdin_charge:R:1 method="wB97M-V/def2-TZVPD" relative_energy_ev=0.7426 orbital_gap_ev="9.8 / 9.7" multiplicity=2 homo_energy_ev="-8.81 / -10.91"
Cl 0.584 1.524 -0.991 0.287
H 1.352 1.184 0.054 -0.304
C 1.726 0.918 1.429 -0.088
C 2.361 -0.410 1.524 -0.498
C 2.285 -1.326 0.293 -0.085
C 3.805 -0.300 1.983 -0.092
H 2.316 1.840 1.636 0.107
H 0.687 0.834 1.717 0.075
H 1.778 -0.929 2.298 0.135
H 2.619 -2.353 0.501 0.084
H 1.273 -1.394 -0.079 0.064
H 2.930 -0.982 -0.504 0.077
H 4.194 -1.257 2.318 0.076
H 4.458 0.044 1.183 0.084
H 3.912 0.350 2.850 0.075

Entry 5:
16
Properties=species:S:1:pos:R:3:lowdin_charge:R:1 method="wB97M-V/def2-TZVPD" smiles="[H]/N=C(/C)CC.Cl" relative_energy_ev=1.1871 orbital_gap_ev=10.7 homo_energy_ev=-9.81
H -0.835 2.040 0.499 0.081
N -1.158 1.077 0.398 0.123
C -0.303 0.176 0.343 -0.500
C -0.601 -1.190 0.120 -0.056
C 1.173 0.385 0.608 -0.179
C 1.800 0.102 -0.783 -0.087
H -1.633 -1.387 0.294 0.049
H -0.255 -1.543 -0.816 0.087
H -0.233 -1.716 0.974 0.100
H 1.396 1.469 0.650 0.111
H 1.661 -0.179 1.379 0.107
H 1.327 0.878 -1.399 0.094
H 1.591 -0.859 -1.072 0.029
H 2.845 0.361 -0.651 0.077
Cl -3.991 0.020 -0.163 0.273
H -2.783 0.366 -0.381 -0.309

Entry 6:
17
Properties=species:S:1:pos:R:3:lowdin_charge:R:1 method="wB97M-V/def2-TZVPD" relative_energy_ev=3.7810 orbital_gap_ev="8.7 / 8.7" charge=+1 homo_energy_ev="-13.42 / -13.42"
C 1.015 0.576 0.706 -0.489
C 0.454 0.531 -0.695 -0.019
C 0.148 0.039 1.825 -0.031
C -1.842 -0.211 -1.074 0.019
N 1.991 -0.372 0.205 -0.402
N -0.403 -0.580 -1.060 0.005
Cl 3.514 0.200 -0.175 0.675
H 1.414 1.562 0.952 0.140
H 0.856 1.137 -1.485 0.137
H -0.724 0.675 1.955 0.093
H 0.716 0.051 2.751 0.098
H -0.161 -0.989 1.654 0.080
H -1.997 0.638 -1.739 0.114
H -2.442 -1.051 -1.419 0.113
H -2.160 0.068 -0.071 0.104
H -0.142 -0.966 -1.977 0.196
H -0.237 -1.311 -0.351 0.167

Entry 7:
18
Properties=species:S:1:pos:R:3:lowdin_charge:R:1 method="wB97M-V/def2-TZVPD" relative_energy_ev=3.0860 orbital_gap_ev="6.7 / 9.0" charge=+2 homo_energy_ev="-18.32 / -20.10"
C -0.944 -0.608 0.457 -0.379
C 2.131 0.201 -1.182 -0.048
C -2.590 1.323 1.651 -0.132
C 0.758 -2.154 -0.346 -0.012
N 0.980 0.266 -0.418 0.124
N -1.743 1.233 0.563 0.167
N 0.306 -0.822 -0.141 -0.180
Cl -1.566 -1.607 1.604 0.979
H 2.104 0.758 -2.205 0.187
H 2.767 -0.672 -1.299 0.104
H 2.732 1.120 -0.767 0.176
H -3.531 0.653 1.433 0.174
H -3.054 2.383 1.696 0.167
H -1.974 1.053 2.569 0.128
H 1.626 -2.483 0.392 0.190
H 1.229 -2.271 -1.321 0.115
H -0.009 -2.918 -0.231 0.101
H -1.968 1.694 -0.308 0.139

Entry 8:
17
Properties=species:S:1:pos:R:3:lowdin_charge:R:1 method="wB97M-V/def2-TZVPD" relative_energy_ev=4.8189 orbital_gap_ev="8.1 / 9.1" homo_energy_ev="-7.81 / -8.50"
C 0.408 -0.443 -1.735 -0.062
C 1.071 -1.925 0.246 -0.076
C 0.656 -0.490 -0.153 -0.543
C -1.033 2.159 0.714 -0.633
N -0.403 -0.063 0.730 0.044
O -0.824 2.404 2.007 -0.023
Cl -2.662 2.080 0.210 0.682
H 1.499 -0.515 -2.136 0.109
H -0.385 -1.136 -2.061 0.076
H 0.096 0.555 -1.738 0.018
H 1.621 -2.345 -0.472 0.015
H 0.075 -2.447 0.204 0.091
H 1.399 -2.029 1.273 0.072
H 1.545 0.138 -0.058 0.114
H -0.355 2.441 0.052 0.028
H -1.272 -0.333 0.347 -0.003
H -1.436 1.948 2.570 0.091

Largest force on an atom values (in eV/A) by entry order: 3.0; 1.5; 4.1; 1.7; 3.8; 3.8; 4.5; 6.1.